# 1
Molecular formula: C3HI2NS
Method: DFT, ωB97M-V/def2-TZVPD

Structure (XYZ):
```
8
Properties=species:S:1:pos:R:3
C 0.45 -0.01 -0.05
C 1.74 -1.91 -0.79
C 2.96 0.75 -0.12
N 0.96 -1.15 -0.25
S 1.46 1.44 0.05
I 2.99 -3.29 0.06
I 4.54 2.10 0.00
H -0.61 0.15 0.10
```

Spin multiplicity: 1
Kohn-Sham gap (alpha / beta): 7.0 / 7.0 eV
Net charge: 0

Taken from the Löwdin analysis, the atomic charges in e are: number 1, C, carries -0.46; number 2, C, carries -0.64; number 3, C, carries -1.04; number 4, N, carries -0.19; number 5, S, carries 0.78; number 6, I, carries 0.78; number 7, I, carries 0.70; number 8, H, carries 0.07



# 2
Molecular formula: C3HIO
Method: DFT, ωB97M-V/def2-TZVPD

Structure (XYZ):
```
6
Properties=species:S:1:pos:R:3
C -1.58 -0.46 -0.03
C -0.48 0.01 -0.11
C 0.96 0.59 0.01
O 1.25 1.72 0.08
I 2.40 -1.00 0.04
H -2.54 -0.87 0.02
```

Spin multiplicity: 1
Kohn-Sham gap: 9.8 eV
Net charge: 0

Taken from the Löwdin analysis, the atomic charges in e are: number 1, C, carries 0.13; number 2, C, carries -0.13; number 3, C, carries -0.87; number 4, O, carries 0.04; number 5, I, carries 0.81; number 6, H, carries 0.03



# 3
Molecular formula: C3HN2O2
Method: DFT, ωB97M-V/def2-TZVPD

Structure (XYZ):
```
8
Properties=species:S:1:pos:R:3
C -3.14 0.91 0.02
C -0.99 -0.37 -0.04
C -1.12 -1.94 0.07
N -4.23 1.33 -0.03
N -0.01 0.28 -0.14
O -1.48 -2.58 1.02
O -0.75 -2.20 -1.06
H 1.06 0.24 -0.07
```

Spin multiplicity: 1
Kohn-Sham gap (alpha / beta): 8.2 / 8.2 eV
Net charge: -1

Taken from the Löwdin analysis, the atomic charges in e are: number 1, C, carries -0.34; number 2, C, carries -0.09; number 3, C, carries -0.75; number 4, N, carries -0.18; number 5, N, carries 0.17; number 6, O, carries 0.04; number 7, O, carries 0.01; number 8, H, carries 0.15



# 4
Molecular formula: C3HN3O
Method: DFT, ωB97M-V/def2-TZVPD

Structure (XYZ):
```
8
Properties=species:S:1:pos:R:3
N 1.48 -0.34 0.30
C 2.45 -0.46 -0.36
C 0.12 -0.15 0.41
C -0.52 1.10 0.02
O -1.71 1.22 -0.15
N -1.37 -2.09 0.48
N -0.65 -1.22 0.45
H 0.21 1.93 -0.13
```

Spin multiplicity: 1
Kohn-Sham gap: 9.1 eV
Net charge: 0

Taken from the Löwdin analysis, the atomic charges in e are: number 1, N, carries -0.02; number 2, C, carries 0.08; number 3, C, carries -0.32; number 4, C, carries -0.24; number 5, O, carries 0.04; number 6, N, carries 0.31; number 7, N, carries 0.02; number 8, H, carries 0.13



Relative energy (zero: lowest compared OMol25 entry of this formula, charge and spin) in kJ/mol, matching the order above: 134.0 0.0 329.7 156.6